# 1
C6H10O | the ωB97M-V functional and the def2-TZVPD basis

Summary:
Orbital gap = 9.7 eV
Highest occupied orbital energy = -0.35344 hartree
LUMO energy = 0.1149 eV
SMILES string = C=CC/C=C\C=O.[H][H]

The geometry in ORCA input format:
```
! wB97M-V def2-TZVPD RIJCOSX def2/J DEFGRID3
* xyz 0 1
C -1.89 0.09 0.77
C -1.39 1.00 -0.06
C 0.02 1.53 0.05
C 0.78 0.70 -0.95
C 1.48 -0.42 -0.70
C 1.77 -0.99 0.63
O 1.40 -0.55 1.70
H -1.33 -0.27 1.63
H -0.98 -1.87 -0.13
H -2.86 -0.37 0.57
H -1.94 1.30 -0.95
H 0.07 2.59 -0.23
H 0.42 1.40 1.06
H 0.61 0.96 -1.99
H 1.83 -1.01 -1.55
H -0.38 -2.18 -0.44
H 2.38 -1.92 0.60
*
```

***

# 2
C26H15Br4FeGeO6 | the ωB97M-V functional and the def2-TZVPD basis

Summary:
Orbital gap (spin up / spin down) = 6.2 / 7.3 eV
Highest occupied orbital energy (spin up / spin down) = -0.20000 / -0.20415 hartree
LUMO energy (spin up / spin down) = 0.7377 / 1.7479 eV
<S²> = 6.211

The geometry in ORCA input format:
```
! wB97M-V def2-TZVPD RIJCOSX def2/J DEFGRID3
* xyz -1 5
Fe -1.88 -1.48 -0.05
O -5.01 0.80 0.66
C -4.13 -0.02 0.65
O -3.39 -0.33 -0.40
C -3.71 -0.81 1.92
O -4.28 -0.70 2.98
O -2.68 -1.59 1.69
Br 3.08 -3.15 -4.53
C 1.94 -3.11 -3.02
C 2.25 -3.86 -1.88
Br 3.82 -4.90 -1.81
C 1.40 -3.82 -0.78
Br 1.74 -4.76 0.82
C 0.27 -3.01 -0.78
O -0.54 -2.85 0.24
C -0.04 -2.25 -1.93
O -1.11 -1.48 -1.83
C 0.80 -2.31 -3.04
Br 0.33 -1.24 -4.52
C 4.01 -1.13 -0.72
C 3.32 -1.72 0.33
C 2.04 -1.27 0.65
C 1.47 -0.21 -0.06
C 2.17 0.37 -1.11
C 3.45 -0.09 -1.43
Ge -0.33 0.38 0.33
C -0.83 1.81 -0.87
C -1.14 3.08 -0.37
C -1.49 4.11 -1.23
C -1.56 3.88 -2.60
C -1.27 2.62 -3.11
C -0.92 1.58 -2.25
C -0.48 0.99 2.16
C 0.61 0.92 3.03
C 0.48 1.32 4.35
C -0.75 1.75 4.83
C -1.84 1.81 3.98
C -1.71 1.44 2.65
H 5.00 -1.51 -0.99
H 3.75 -2.55 0.88
H 1.49 -1.76 1.44
H 1.73 1.17 -1.68
H 3.98 0.36 -2.26
H -1.09 3.26 0.69
H -1.72 5.08 -0.84
H -1.84 4.68 -3.27
H -1.33 2.43 -4.17
H -0.73 0.60 -2.65
H 1.57 0.56 2.66
H 1.34 1.27 5.01
H -0.85 2.04 5.87
H -2.81 2.12 4.35
H -2.57 1.50 2.00
*
```

***

# 3
C28H21AsCoF6SSb | the ωB97M-V functional and the def2-TZVPD basis

Summary:
Orbital gap (spin up / spin down) = 5.7 / 4.5 eV
Highest occupied orbital energy (spin up / spin down) = -0.40732 / -0.40739 hartree
LUMO energy (spin up / spin down) = -5.3481 / -6.5827 eV
<S²> = 1.213

The geometry in ORCA input format:
```
! wB97M-V def2-TZVPD RIJCOSX def2/J DEFGRID3
* xyz 1 2
Co -0.72 0.28 0.51
S 1.40 -0.56 0.29
C 2.29 -0.07 1.66
C 3.68 -0.32 1.64
C 4.46 0.03 2.73
C 3.86 0.59 3.85
C 2.48 0.82 3.89
C 1.70 0.51 2.80
As -0.21 0.78 2.80
C -0.75 0.04 4.48
C -1.14 0.88 5.52
C -1.43 0.32 6.76
C -1.34 -1.05 6.95
C -0.95 -1.88 5.90
C -0.66 -1.34 4.66
C -0.49 2.68 2.92
C -1.81 3.11 3.00
C -2.09 4.47 2.94
C -1.06 5.38 2.79
C 0.26 4.95 2.70
C 0.55 3.59 2.76
H 4.13 -0.78 0.77
H 5.52 -0.15 2.71
H 4.46 0.85 4.71
H 2.02 1.24 4.78
H -1.22 1.95 5.38
H -1.73 0.96 7.58
H -1.57 -1.48 7.91
H -0.89 -2.95 6.05
H -0.39 -1.98 3.83
H -2.62 2.40 3.09
H -3.12 4.81 3.00
H -1.28 6.44 2.73
H 1.06 5.66 2.58
H 1.57 3.26 2.68
C -3.33 5.01 -0.90
C -3.73 3.71 -0.53
C -2.80 2.74 -0.30
C -1.41 3.00 -0.43
C -0.35 2.07 -0.20
C 0.96 2.39 -0.42
C 1.31 3.68 -0.88
C 0.34 4.62 -1.07
C -1.02 4.31 -0.85
C -2.01 5.29 -1.07
H -4.08 5.78 -1.09
H -4.78 3.47 -0.43
H -3.15 1.76 -0.05
H 1.76 1.69 -0.25
H 2.35 3.92 -1.05
H 0.61 5.61 -1.40
H -1.70 6.28 -1.39
F -1.53 -1.18 -0.64
Sb -3.25 -1.65 0.22
F -4.06 -0.50 -1.01
F -3.40 -3.14 -0.86
F -4.76 -1.77 1.28
F -2.15 -2.46 1.49
F -2.70 0.04 1.12
*
```

***

# 4
C16H48O9 | the ωB97M-V functional and the def2-TZVPD basis

Summary:
Orbital gap = 10.1 eV
Highest occupied orbital energy = -0.35719 hartree
LUMO energy = 0.3795 eV
SMILES string = OCCO.CCO.CCO.CCO.CCO.CCO.CCO.CCO

The geometry in ORCA input format:
```
! wB97M-V def2-TZVPD RIJCOSX def2/J DEFGRID3
* xyz 0 1
C -19.06 -10.78 -0.11
C -20.53 -10.91 0.32
O -21.23 -9.75 -0.07
H -18.37 -11.62 -0.02
H -18.62 -10.07 0.60
H -18.95 -10.32 -1.09
H -20.58 -11.04 1.41
H -21.00 -11.80 -0.09
H -20.65 -8.99 0.05
C -23.48 -11.66 2.06
C -23.92 -12.15 3.43
O -22.69 -12.21 4.20
H -23.13 -10.65 2.26
H -24.24 -11.78 1.29
H -22.65 -12.23 1.64
H -24.33 -13.16 3.42
H -24.55 -11.48 4.01
H -22.89 -12.28 5.14
C -21.21 -15.78 3.48
C -21.03 -14.78 4.64
O -20.36 -13.63 4.18
H -20.45 -16.56 3.59
H -21.26 -15.35 2.48
H -22.14 -16.37 3.53
H -20.46 -15.26 5.43
H -22.04 -14.56 5.00
H -21.01 -12.93 3.94
C -25.25 -9.72 -1.47
C -26.42 -8.77 -1.55
O -26.48 -8.17 -2.85
H -25.22 -10.19 -0.48
H -24.30 -9.20 -1.57
H -25.33 -10.50 -2.23
H -26.29 -7.90 -0.88
H -27.41 -9.13 -1.27
H -25.63 -7.80 -3.09
C -25.40 -8.46 3.61
C -26.61 -9.28 3.22
O -27.83 -8.68 3.63
H -24.48 -8.94 3.26
H -25.40 -8.35 4.70
H -25.43 -7.49 3.11
H -26.58 -10.33 3.50
H -26.59 -9.37 2.12
H -27.99 -7.89 3.10
C -25.07 -13.52 -1.11
C -25.57 -14.91 -1.44
O -26.95 -14.79 -1.80
H -25.48 -12.72 -1.71
H -23.99 -13.47 -1.05
H -25.51 -13.34 -0.12
H -25.51 -15.66 -0.65
H -25.01 -15.21 -2.33
H -27.30 -15.65 -2.02
C -20.06 -11.35 7.61
C -20.11 -12.87 7.74
O -21.42 -13.24 8.16
H -19.02 -11.04 7.45
H -20.40 -10.80 8.48
H -20.64 -11.03 6.74
H -19.36 -13.23 8.44
H -19.88 -13.33 6.78
H -21.44 -13.68 9.01
C -24.79 -12.26 7.80
C -26.07 -12.04 7.07
O -25.95 -10.94 6.16
O -23.64 -12.21 6.94
H -24.69 -13.26 8.23
H -24.67 -11.58 8.66
H -26.95 -11.80 7.67
H -26.37 -12.99 6.60
H -25.07 -11.06 5.77
H -22.88 -12.52 7.48
*
```

***

# 5
C5H5N | the ωB97M-V functional and the def2-TZVPD basis

Summary:
Orbital gap (spin up / spin down) = 8.6 / 7.6 eV
Highest occupied orbital energy (spin up / spin down) = -0.29089 / -0.36426 hartree
LUMO energy (spin up / spin down) = 0.7284 / -2.3109 eV
<S²> = 2.040

The geometry in ORCA input format:
```
! wB97M-V def2-TZVPD RIJCOSX def2/J DEFGRID3
* xyz 0 3
C -0.31 0.01 -1.35
C 0.76 0.62 -1.87
C 1.48 0.24 0.69
C -0.83 -0.48 -0.01
C 0.14 0.07 1.08
N 2.56 0.36 0.35
H -0.96 -0.02 -2.27
H -1.82 0.08 0.24
H -0.93 -1.60 -0.15
H 0.25 -0.37 2.06
H -0.32 1.08 1.22
*
```

***

Which energy above the lowest of the compared OMol25 structures with the same formula, charge and spin belongs to each record? In order, 222.7, 124.6, 66.6, 146.7, 196.3 kJ/mol.
Which total energy belongs to each record? In order, -309.7576, -15088.0808, -5935.5753, -1315.4284, -248.0063 hartree.